Record 1
81
Properties=species:S:1:pos:R:3:forces:R:3 method="wB97M-V/def2-TZVPD" e_above_lowest_kcal_mol=8.2 homo_energy_ev=-10.03 homo_lumo_gap_ha=0.221 total_charge=+1 lumo_energy_ev=-4.0
Be 0.056256 2.602221 0.868435 -0.2 0.0 0.0
C -3.617285 0.523733 0.228164 0.0 0.0 0.0
C -3.526110 2.006629 0.029109 -0.1 0.0 0.0
N -4.588222 2.670702 -0.360037 0.0 0.2 -0.1
C -4.525368 4.010735 -0.539770 -0.1 -0.2 0.0
C -3.393668 4.753529 -0.356935 -0.1 0.1 0.0
C -3.402675 6.233631 -0.641364 0.0 0.0 0.1
O -2.863880 7.014733 0.422368 0.0 0.0 0.0
C -2.229688 4.064594 0.062496 0.3 0.2 0.0
C -0.992191 4.773908 0.239791 -0.2 0.0 -0.1
N 0.129060 4.192587 0.549898 0.5 0.1 0.1
C 1.356476 4.920080 0.706228 -0.3 -0.1 -0.1
C 1.532130 6.243751 0.324290 0.0 0.1 0.0
C 2.755208 6.866061 0.514769 0.0 0.0 0.0
C 3.822883 6.176453 1.075188 0.0 0.0 0.0
C 3.670646 4.848201 1.443363 0.0 0.1 0.0
C 2.442525 4.243374 1.251397 0.0 -0.2 0.0
I 2.202888 2.212051 1.732413 0.1 0.0 0.2
C -2.302173 2.684092 0.270400 0.1 -0.2 0.1
O -1.261318 1.978471 0.688222 0.1 0.0 0.1
H -4.415141 0.130902 -0.397815 0.0 0.0 0.0
H -3.867684 0.299853 1.268921 0.0 0.0 0.0
H -2.675981 0.025317 -0.001935 0.0 0.0 0.0
H -5.443984 4.489737 -0.858363 0.0 0.0 0.0
H -4.420816 6.540754 -0.882720 0.0 0.0 0.0
H -2.789635 6.459576 -1.515147 0.0 0.0 0.0
H -3.508227 7.058246 1.136228 0.0 0.0 0.0
H -1.011341 5.850116 0.112776 0.0 0.0 0.0
H 0.723486 6.796818 -0.135467 0.0 0.0 0.0
H 2.877436 7.895988 0.208277 0.0 0.0 0.0
H 4.778039 6.664504 1.215032 0.0 0.0 0.0
H 4.500173 4.297012 1.865892 0.0 0.0 0.0
C 0.498267 -2.936772 0.194848 0.1 0.0 0.1
P 0.254385 -1.113620 0.256581 -0.3 0.0 0.0
C 0.618544 -0.815875 2.044126 -0.1 -0.1 0.0
C -0.497600 -0.562007 2.844784 0.0 0.1 0.0
C -0.378510 -0.444008 4.224597 0.0 0.0 0.0
C 0.864715 -0.570748 4.827928 0.0 0.0 0.0
C 1.987421 -0.815962 4.047721 0.0 0.1 0.0
C 1.865138 -0.932120 2.668351 0.0 0.0 -0.1
C 1.736572 -0.496865 -0.620843 0.1 0.0 -0.1
C 3.022244 -1.026194 -0.516925 0.1 0.0 0.0
C 4.081538 -0.461455 -1.215302 -0.1 0.0 0.0
C 3.869049 0.638045 -2.039280 0.0 0.0 0.0
C 2.588173 1.152873 -2.184798 0.0 0.0 0.0
C 1.533262 0.578643 -1.487451 0.0 0.1 0.0
P 0.323413 -3.508099 -1.568995 0.0 0.0 0.0
C 1.126046 -5.151520 -1.547419 0.0 0.0 0.0
C 1.193914 -5.806732 -2.780430 0.0 0.0 0.0
C 1.787883 -7.052683 -2.894150 0.0 0.0 0.0
C 2.346282 -7.662369 -1.776652 0.0 0.0 0.0
C 2.295170 -7.020386 -0.550331 -0.1 0.1 0.0
C 1.683121 -5.775477 -0.435524 0.0 -0.1 0.0
C -1.454599 -3.964252 -1.538060 -0.1 0.1 0.0
C -2.370314 -2.950977 -1.830512 0.0 0.0 0.0
C -3.736511 -3.194174 -1.782533 0.0 0.0 0.0
C -4.204933 -4.461434 -1.461473 0.0 0.0 0.0
C -3.302530 -5.478415 -1.184234 0.0 0.0 0.0
C -1.936044 -5.230641 -1.216547 0.0 0.0 0.0
H -0.275654 -3.395998 0.812324 0.0 0.0 0.1
H 1.470616 -3.200722 0.615403 0.0 0.0 -0.1
H -1.469682 -0.455249 2.375452 0.0 0.0 0.0
H -1.257154 -0.256373 4.828620 0.0 0.0 0.0
H 0.958530 -0.486929 5.902802 0.0 0.0 0.0
H 2.959854 -0.919650 4.513246 0.0 0.0 0.0
H 2.752989 -1.120359 2.075580 0.0 -0.1 0.0
H 3.209547 -1.899125 0.098493 0.0 0.0 0.0
H 5.072068 -0.888773 -1.126395 0.0 0.0 0.0
H 4.695518 1.070982 -2.588143 0.0 0.0 0.0
H 2.408539 1.982918 -2.856483 0.0 0.0 0.0
H 0.524285 0.955945 -1.629450 0.0 0.0 0.0
H 0.773834 -5.332691 -3.661337 0.0 0.0 0.0
H 1.822701 -7.546537 -3.856553 0.0 0.0 0.0
H 2.816943 -8.633070 -1.863908 0.0 0.0 0.0
H 2.719840 -7.492044 0.326679 0.0 0.0 0.0
H 1.628109 -5.314625 0.542058 0.0 0.0 0.0
H -2.007290 -1.968183 -2.112974 0.0 0.0 0.0
H -4.436179 -2.401946 -2.018014 0.0 0.0 0.0
H -5.268967 -4.659083 -1.439327 0.0 0.0 0.0
H -3.662452 -6.470563 -0.943229 0.0 0.0 0.0
H -1.241941 -6.033091 -0.996417 0.0 0.0 0.0


Record 2
97
Properties=species:S:1:pos:R:3:forces:R:3 method="wB97M-V/def2-TZVPD" homo_energy_ev=-8.08 homo_lumo_gap_ha=0.280 lumo_energy_ev=-0.5
F -1.559999 -4.900651 1.556204 -1.9 1.1 0.4
C -2.661846 -3.992502 1.877688 0.2 0.8 -0.5
C -3.502215 -3.595133 0.544108 0.9 0.6 -0.2
C -4.081029 -2.083096 0.632696 -2.2 1.6 0.5
C -5.551909 -1.815070 1.080542 4.1 2.1 -1.7
C -6.025864 -0.325170 1.139535 4.0 -0.1 -1.5
N -7.413171 -0.069574 1.600567 1.2 2.2 5.3
C -7.436795 0.428493 2.803162 1.2 -0.7 -1.7
S -7.259688 1.065795 4.344121 -0.9 -1.7 -4.0
C -5.076555 0.822353 0.730185 -0.2 -3.1 0.4
C -3.575146 0.570407 0.277648 -2.3 -0.9 0.7
N -2.804734 1.736284 -0.067478 3.0 -5.3 -0.3
C -1.481012 1.319783 -0.404107 -1.4 -0.7 0.4
C -0.931283 -0.146745 -0.410473 -1.9 -0.2 0.3
C 0.622157 -0.462756 -0.773471 -1.5 -1.2 1.1
C 1.105997 -1.560843 0.350501 0.0 0.1 -0.1
C 2.658529 -1.427659 0.761172 -1.5 -0.1 1.1
Cl 3.750998 -2.152189 -0.531568 -0.6 0.7 0.8
N -1.749433 -1.274670 -0.104663 -0.6 5.1 -0.1
C -3.094137 -0.900293 0.248670 -0.8 0.0 0.3
H -3.332562 -4.477000 2.668807 1.1 0.6 -1.2
H -2.152042 -3.037554 2.279408 -0.9 -1.6 -0.5
H -2.733595 -3.628671 -0.323205 -1.3 0.2 1.5
H -4.303310 -4.364435 0.280126 0.9 1.2 0.6
H -6.183203 -2.721114 1.356611 0.8 1.7 -0.6
H -5.463939 1.902688 0.751422 0.7 -1.9 0.0
H -0.739193 2.159485 -0.700470 -2.0 -1.8 0.7
H 0.606569 -1.033043 -1.768519 0.2 1.3 1.2
H 1.279317 0.471778 -0.784273 -1.1 -1.4 -0.1
H 0.841023 -2.610471 -0.063328 0.7 1.7 0.8
H 0.476266 -1.459362 1.318683 1.1 0.1 -1.6
H 2.788441 -2.029981 1.738849 0.1 0.9 -1.8
H 2.939212 -0.332198 1.004127 -0.3 -2.0 -0.8
Cl 3.442250 1.988194 1.911976 -0.1 0.2 0.0
C 4.600733 2.166542 3.253114 0.2 0.1 0.2
C 5.435336 0.917982 3.458663 0.2 0.2 -0.1
Cl 4.467457 -0.444265 4.073740 0.0 0.0 0.0
H 4.039536 2.426951 4.152527 0.0 -0.1 -0.1
H 5.248916 3.008561 3.001091 0.0 -0.1 0.0
H 6.215537 1.111432 4.197861 -0.1 0.0 0.0
H 5.916806 0.600253 2.531697 -0.2 0.0 0.1
Cl 0.323538 -1.277671 -5.076370 -0.1 0.0 0.1
C 1.923996 -0.774685 -5.677825 0.3 0.1 -0.1
C 2.861729 -0.387229 -4.553312 0.1 -0.1 -0.1
Cl 2.355107 1.116703 -3.743696 0.0 0.0 0.1
H 1.778357 0.048316 -6.380340 0.0 0.0 0.2
H 2.335820 -1.622077 -6.227397 0.0 0.1 0.2
H 3.864429 -0.211537 -4.949846 -0.5 0.0 0.1
H 2.928733 -1.172771 -3.797424 -0.1 0.1 -0.1
Cl -2.873109 2.531312 3.441885 0.0 0.0 0.0
C -3.894348 2.795223 4.877266 -0.1 0.4 0.2
C -3.732137 4.189686 5.448617 -0.3 0.0 -0.2
Cl -2.123863 4.435719 6.173514 0.1 0.1 0.0
H -3.647519 2.032319 5.612387 0.1 0.3 -0.1
H -4.927805 2.642139 4.561371 0.1 0.1 0.0
H -4.465094 4.352879 6.241727 0.1 -0.1 0.0
H -3.880992 4.956565 4.685851 0.1 -0.1 0.1
Cl 1.132330 3.028954 -0.917410 0.7 0.5 -0.1
C 1.982203 4.591659 -0.818137 0.2 0.3 0.1
C 1.905712 5.360814 -2.120810 -0.1 0.1 0.1
Cl 2.845637 4.574861 -3.411477 0.0 0.0 0.0
H 3.015972 4.397898 -0.525379 -0.1 -0.1 -0.1
H 1.504547 5.162820 -0.019189 0.0 -0.1 -0.1
H 2.321815 6.361689 -1.987704 0.0 -0.1 0.1
H 0.875086 5.465236 -2.465563 0.1 -0.1 0.0
Cl 3.677084 -3.437792 -7.583499 0.0 -0.1 0.0
C 5.274238 -2.915383 -8.175472 0.2 0.1 -0.1
C 6.203488 -2.518050 -7.045751 0.1 -0.3 -0.2
Cl 5.681994 -1.019143 -6.234107 0.2 -0.1 -0.2
H 5.123051 -2.093231 -8.878135 0.0 -0.2 0.4
H 5.698437 -3.758978 -8.724500 0.0 0.1 0.1
H 7.205082 -2.331483 -7.439019 -0.1 0.0 0.0
H 6.275799 -3.303516 -6.290957 -0.1 0.1 -0.1
Cl 3.024834 0.122986 -12.086751 0.0 0.0 0.0
C 4.406841 -0.584753 -12.958525 0.1 -0.1 -0.1
C 5.152810 -1.602586 -12.119008 -0.1 -0.2 -0.3
Cl 6.010848 -0.848401 -10.752262 0.1 0.2 -0.2
H 5.060458 0.230109 -13.275483 -0.1 -0.1 0.1
H 4.004334 -1.065748 -13.852491 0.1 0.0 0.1
H 5.907390 -2.104465 -12.728312 -0.1 0.1 0.0
H 4.479349 -2.362984 -11.718191 0.0 0.2 0.0
Cl -3.716957 1.976293 8.254749 -0.1 -0.1 0.1
C -2.536611 2.172663 9.573012 0.2 0.1 0.2
C -1.724882 0.914148 9.806136 0.2 0.2 -0.1
Cl -2.711108 -0.408570 10.477093 0.0 0.0 0.0
H -3.079366 2.472719 10.471363 0.0 -0.1 -0.1
H -1.874993 2.992812 9.285356 0.0 -0.1 -0.1
H -0.930277 1.114275 10.527941 -0.1 0.0 0.0
H -1.263549 0.557957 8.882996 -0.2 0.0 0.1
Cl -3.793300 -0.248516 4.917212 -0.1 -0.6 -0.1
C -4.614016 -1.443041 5.955302 0.0 -0.1 0.2
C -4.636543 -2.821818 5.326305 0.1 -0.1 0.3
Cl -5.690158 -2.893200 3.891569 0.1 0.0 0.3
H -5.622149 -1.078148 6.162734 0.1 0.0 -0.2
H -4.063215 -1.474635 6.898143 0.0 -0.1 -0.1
H -5.025948 -3.550876 6.040142 0.0 0.1 0.0
H -3.635561 -3.140001 5.027766 -0.1 0.1 0.0


Record 3
12
Properties=species:S:1:pos:R:3:forces:R:3 method="wB97M-V/def2-TZVPD" e_above_lowest_kcal_mol=26.5 homo_energy_ev="-5.11 / -9.66" homo_lumo_gap_ha="0.226 / 0.278" s_squared=2.002 multiplicity=3 lumo_energy_ev="1.0 / -2.1"
N -1.245201 0.988271 1.049959 -0.6 3.3 3.6
N -1.683110 -1.117826 -0.444820 -0.8 -3.2 -0.6
Si 2.185815 0.005845 -0.540616 1.6 2.6 1.4
Si -1.792552 0.547062 -0.526182 0.1 0.7 0.8
H -1.560525 1.970167 1.393763 1.0 -1.9 -1.3
H -1.298064 0.506753 1.996093 -0.3 -0.1 -2.2
H -2.333619 -1.669896 -1.056508 1.3 0.4 1.3
H -1.252822 -1.622365 0.372592 -0.7 0.8 -1.6
H 3.545368 -0.590222 -0.778138 -0.1 0.3 0.7
H 1.839852 0.828247 0.767071 0.5 -1.6 -0.7
H 2.192732 1.227686 -1.336010 -0.2 0.0 -0.9
H 1.402127 -1.073724 -0.897199 -1.7 -1.3 -0.4